DFT (ωB97M-V/def2-TZVPD) results for a 6-piece molecular cluster, C37H61BBr2N2O21 overall in a non-equilibrium geometry.

CARTESIAN COORDINATES (ANGSTROEM)
C -0.53 -5.12 1.61
C 0.76 -4.86 0.75
O 0.96 -3.48 0.36
B 0.07 -3.09 -0.66
O -0.35 -3.95 -1.67
C -0.38 -1.53 -0.59
C -1.76 -1.07 -0.65
Br -3.24 -2.34 -0.83
C -2.07 0.38 -0.56
C -3.57 0.85 -0.66
C -4.24 0.92 0.79
C -5.58 0.06 0.75
C -5.82 -0.48 2.21
O -5.89 0.67 3.08
C -1.01 1.38 -0.39
Br -1.33 3.28 -0.25
C 0.35 0.88 -0.30
C 0.68 -0.55 -0.42
C 2.22 -0.71 -0.32
O 2.93 -1.61 -0.62
N 2.67 0.58 0.23
C 2.87 0.23 1.67
C 2.70 1.44 2.67
C 3.83 1.29 3.78
N 4.62 2.44 4.21
O 4.08 0.21 4.24
C 1.71 1.60 -0.08
O 1.82 2.79 -0.18
H -0.23 -5.19 2.70
H -1.30 -4.32 1.56
H -0.93 -6.13 1.32
H 0.84 -5.55 -0.14
H 1.64 -5.13 1.39
H -1.26 -3.77 -1.95
H -4.14 0.18 -1.34
H -3.62 1.88 -1.11
H -4.44 1.99 1.04
H -3.51 0.47 1.51
H -6.42 0.73 0.39
H -5.51 -0.81 0.06
H -6.77 -1.08 2.22
H -4.96 -1.12 2.53
H -5.20 0.55 3.76
H 2.17 -0.62 1.92
H 3.90 -0.21 1.77
H 1.73 1.30 3.21
H 2.83 2.45 2.21
H 5.22 2.69 3.42
H 3.95 3.22 4.30
C 2.56 3.37 8.76
C 1.57 2.48 8.05
O 0.32 3.15 7.83
C 0.31 4.06 6.85
O 1.25 4.35 6.14
O -0.90 4.61 6.81
C -1.01 5.68 5.86
H 2.14 3.75 9.69
H 3.48 2.82 8.99
H 2.83 4.23 8.15
H 1.34 1.61 8.67
H 1.96 2.10 7.10
H -0.70 5.36 4.87
H -0.43 6.54 6.20
H -2.06 5.98 5.81
C 2.40 1.51 -3.69
C 2.72 0.09 -4.09
O 1.73 -0.45 -4.97
C 1.77 -0.01 -6.23
O 2.56 0.77 -6.69
O 0.76 -0.58 -6.91
C 0.63 -0.12 -8.25
H 1.39 1.57 -3.26
H 3.12 1.88 -2.96
H 2.41 2.18 -4.55
H 2.73 -0.55 -3.20
H 3.71 0.01 -4.55
H 1.56 -0.22 -8.80
H 0.30 0.92 -8.25
H -0.13 -0.73 -8.74
C -5.32 10.44 2.67
C -4.33 10.48 3.82
O -3.48 9.34 3.81
C -2.51 9.34 2.89
O -2.30 10.21 2.08
O -1.83 8.19 3.00
C -0.82 8.02 2.00
H -5.89 9.51 2.68
H -6.02 11.28 2.73
H -4.81 10.49 1.70
H -4.88 10.46 4.76
H -3.74 11.40 3.81
H -0.13 8.86 1.98
H -1.28 7.87 1.03
H -0.26 7.12 2.26
C -1.60 -5.36 -4.44
C -1.72 -6.28 -5.64
O -2.53 -7.43 -5.34
C -3.85 -7.21 -5.29
O -4.40 -6.16 -5.48
O -4.45 -8.36 -4.97
C -5.86 -8.25 -4.78
H -1.23 -5.91 -3.57
H -0.92 -4.54 -4.66
H -2.57 -4.94 -4.17
H -0.73 -6.66 -5.90
H -2.11 -5.76 -6.51
H -6.34 -7.79 -5.65
H -6.07 -7.66 -3.88
H -6.26 -9.25 -4.65
C 3.70 -4.35 -2.80
C 4.67 -4.31 -1.63
O 5.50 -5.48 -1.60
C 6.48 -5.51 -2.50
O 6.73 -4.66 -3.32
O 7.14 -6.67 -2.36
C 8.16 -6.88 -3.33
H 3.12 -5.27 -2.78
H 3.02 -3.50 -2.77
H 4.23 -4.33 -3.75
H 4.10 -4.31 -0.70
H 5.28 -3.41 -1.64
H 8.86 -6.05 -3.36
H 7.71 -7.04 -4.32
H 8.70 -7.79 -3.06

Computed properties:
HOMO energy   -9.7 eV
HOMO-LUMO gap   8.8 eV
SMILES string   CCOB(O)c1c(Br)c(CCCCO)c(Br)c2c1C(=O)N(CCC(N)=O)C2=O.CCOC(=O)OC.CCOC(=O)OC.CCOC(=O)OC.CCOC(=O)OC.CCOC(=O)OC
LUMO level   -0.85 eV
Electronic energy   -8308.9770 hartree

Löwdin atomic charge list, values in e, 5 entries: -0.0593 -0.2238 0.0284 -0.5959 0.1306



DFT (ωB97M-V/def2-TZVPD) results for C37H61BClN6O7P2Rb as an isolated structure.

CARTESIAN COORDINATES (ANGSTROEM)
Rb 0.77 1.86 -1.93
C 4.25 1.29 0.14
C 4.15 0.42 1.41
C 4.03 1.41 2.58
C 5.42 -0.41 1.57
P 2.50 -0.49 1.24
C 2.83 -1.46 -0.31
N 1.65 -2.08 -0.86
B 0.38 -1.38 -1.21
N -0.35 -2.53 -1.82
C -1.57 -2.49 -2.59
P -2.94 -1.46 -1.91
C -3.91 -1.19 -3.52
C -3.17 -0.03 -4.21
C -4.01 -2.36 -4.50
C -5.32 -0.71 -3.18
C -3.84 -2.74 -0.86
C -4.44 -3.95 -1.58
C -4.95 -2.04 -0.06
C -2.78 -3.24 0.14
C 0.39 -3.69 -1.82
C 0.12 -4.97 -2.29
C 1.09 -5.97 -2.14
C 2.31 -5.69 -1.55
C 2.60 -4.41 -1.09
C 1.64 -3.41 -1.21
C 2.35 -1.87 2.52
C 3.31 -3.05 2.42
C 2.45 -1.28 3.93
C 0.92 -2.40 2.34
H 4.96 2.11 0.31
H 3.27 1.74 -0.05
H 4.58 0.74 -0.74
H 4.92 2.04 2.62
H 3.93 0.91 3.54
H 3.16 2.05 2.43
H 6.30 0.23 1.44
H 5.49 -1.21 0.83
H 5.49 -0.86 2.57
H 3.60 -2.21 -0.13
H 3.26 -0.76 -1.04
H -1.95 -3.50 -2.74
H -1.36 -2.10 -3.60
H -2.16 -0.30 -4.52
H -3.09 0.83 -3.54
H -3.73 0.27 -5.10
H -3.04 -2.81 -4.71
H -4.41 -2.00 -5.45
H -4.67 -3.14 -4.14
H -5.31 0.06 -2.41
H -5.96 -1.53 -2.84
H -5.78 -0.28 -4.08
H -5.36 -3.69 -2.11
H -4.69 -4.73 -0.84
H -3.75 -4.40 -2.29
H -5.70 -1.60 -0.71
H -4.56 -1.24 0.56
H -5.45 -2.77 0.58
H -2.07 -3.93 -0.33
H -3.29 -3.77 0.96
H -2.20 -2.42 0.56
H -0.81 -5.20 -2.79
H 0.88 -6.97 -2.51
H 3.05 -6.47 -1.46
H 3.57 -4.20 -0.66
H 4.35 -2.75 2.54
H 3.21 -3.58 1.47
H 3.08 -3.78 3.20
H 3.48 -1.06 4.21
H 2.06 -2.01 4.65
H 1.86 -0.36 4.03
H 0.78 -2.88 1.37
H 0.19 -1.59 2.41
H 0.70 -3.13 3.13
O 2.48 0.53 -5.87
Cl 2.13 1.58 -4.97
O 2.39 2.85 -5.56
O 0.72 1.48 -4.63
O 2.86 1.45 -3.73
C -1.49 3.57 1.42
N -1.08 2.33 0.76
C -0.41 1.47 1.75
N -1.29 1.17 2.89
C -1.70 2.44 3.49
N -2.40 3.31 2.55
C -3.56 2.59 2.04
N -3.20 1.32 1.39
C -2.26 1.63 0.29
C -2.49 0.51 2.37
H -1.99 4.21 0.69
H -0.61 4.09 1.79
H 0.48 1.97 2.11
H -0.12 0.54 1.25
H -0.81 2.96 3.86
H -2.37 2.23 4.34
H -4.08 3.22 1.31
H -4.24 2.38 2.87
H -2.78 2.24 -0.45
H -1.96 0.69 -0.19
H -2.19 -0.43 1.90
H -3.16 0.28 3.20
O 1.73 3.71 0.92
C 2.08 4.94 1.33
C 2.89 5.11 2.46
C 3.22 6.38 2.89
C 2.75 7.51 2.21
C 1.94 7.33 1.10
C 1.60 6.07 0.64
C 0.70 5.91 -0.57
O 0.27 6.92 -1.12
O 0.45 4.70 -0.91
H 1.12 3.93 0.10
H 3.25 4.23 2.98
H 3.85 6.50 3.76
H 3.01 8.50 2.55
H 1.55 8.17 0.54

Computed properties:
Energy above the lowest of the compared OMol25 structures with the same formula, charge and spin   6.0 kJ/mol
HOMO energy   -1.1 eV
HOMO-LUMO gap   5.0 eV
Charge   -2
LUMO level   3.90 eV
Electronic energy   -3493.4449 hartree

Löwdin atomic charge list, values in e, 5 entries: 0.7627 -0.1049 -0.6952 -0.1154 -0.0961



DFT (ωB97M-V/def2-TZVPD) results for C37H61N6O7Si4Ti as an isolated structure in a non-equilibrium geometry.

CARTESIAN COORDINATES (ANGSTROEM)
Ti -0.95 -0.19 -0.51
O -1.33 -1.82 3.52
C -2.27 -0.97 3.98
C -2.72 -1.17 5.28
C -3.66 -0.32 5.84
C -4.17 0.74 5.10
C -3.73 0.94 3.81
C -2.79 0.09 3.22
C -2.35 0.33 1.82
O -1.27 -0.35 1.42
N -2.95 1.16 1.05
N -2.19 1.32 -0.15
C -2.85 1.10 -1.35
C -3.88 0.08 -1.53
C -5.13 0.31 -2.10
C -6.05 -0.73 -2.25
C -5.72 -2.01 -1.82
C -4.47 -2.27 -1.28
C -3.55 -1.23 -1.17
O -2.28 -1.45 -0.81
H -1.06 -1.49 2.63
H -2.30 -1.99 5.84
H -4.00 -0.49 6.85
H -4.91 1.41 5.53
H -4.11 1.75 3.20
H -2.79 1.90 -2.09
H -5.40 1.31 -2.41
H -7.02 -0.53 -2.68
H -6.44 -2.82 -1.92
H -4.18 -3.26 -0.97
N 3.65 2.01 1.41
C 3.75 1.81 2.87
C 2.71 2.65 3.63
C 1.28 2.09 3.67
N 0.59 2.35 2.41
C 1.27 0.60 4.00
C 2.23 -0.24 3.16
N 1.74 -0.36 1.79
C 3.65 0.34 3.27
H 2.20 2.18 0.03
H 4.43 1.54 0.96
H 3.75 3.00 1.20
H 4.73 2.16 3.21
H 2.70 3.67 3.24
H 3.05 2.72 4.67
H 0.77 2.60 4.51
H 0.50 3.34 2.25
H -0.35 1.96 2.42
H 0.26 0.20 3.91
H 1.56 0.49 5.05
H 2.25 -1.25 3.60
H 2.48 -0.69 1.18
H 1.48 0.57 1.47
H 4.35 -0.26 2.68
H 3.97 0.27 4.32
N -0.20 0.90 -2.37
H -0.57 1.84 -2.41
H -0.55 0.38 -3.17
H 0.81 0.96 -2.44
C -1.25 -1.92 -4.01
Si -0.20 -3.08 -2.95
C 0.80 -4.06 -4.21
C -1.40 -4.31 -2.16
Si 1.01 -1.94 -1.29
Si 3.00 -1.43 -2.38
C 4.00 -2.87 -3.09
C 2.77 -0.24 -3.84
C 4.19 -0.51 -1.23
Si 1.55 -3.73 0.12
C 1.97 -5.35 -0.77
C 3.04 -3.43 1.24
C 0.05 -4.08 1.22
H -1.90 -2.53 -4.65
H -0.64 -1.31 -4.68
H -1.90 -1.27 -3.42
H 0.11 -4.67 -4.81
H 1.53 -4.73 -3.75
H 1.35 -3.41 -4.90
H -2.24 -4.49 -2.83
H -1.79 -3.93 -1.22
H -0.91 -5.27 -1.97
H 3.54 -3.29 -3.98
H 4.12 -3.68 -2.37
H 5.00 -2.50 -3.35
H 1.92 -0.50 -4.48
H 2.64 0.80 -3.51
H 3.67 -0.26 -4.46
H 4.44 -1.09 -0.34
H 3.74 0.42 -0.90
H 5.12 -0.28 -1.75
H 2.92 -5.28 -1.29
H 1.22 -5.63 -1.50
H 2.04 -6.15 -0.03
H 3.91 -3.09 0.69
H 3.30 -4.38 1.73
H 2.81 -2.71 2.02
H -0.39 -5.05 0.98
H -0.73 -3.33 1.09
H 0.32 -4.08 2.28
O 2.77 4.44 -0.16
C 1.72 3.94 -0.48
O 1.50 2.62 -0.52
C 0.53 4.75 -0.92
C 0.75 6.09 -1.22
C -0.30 6.92 -1.62
C -1.54 6.34 -1.69
O -2.73 6.93 -2.05
C -3.74 5.93 -1.85
O -3.09 4.71 -1.52
C -1.76 5.01 -1.37
C -0.75 4.17 -0.97
H 1.76 6.48 -1.14
H -0.15 7.96 -1.86
H -4.30 5.81 -2.77
H -4.38 6.24 -1.02
H -0.97 3.16 -0.64

Computed properties:
Energy above the lowest of the compared OMol25 structures with the same formula, charge and spin   105.2 kJ/mol
HOMO energy (spin up / spin down)   -3.5 / -4.0 eV
HOMO-LUMO gap (spin up / spin down)   5.7 / 6.3 eV
Charge   -1
LUMO level (spin up / spin down)   2.25 / 2.25 eV
Electronic energy   -4309.4094 hartree

Löwdin atomic charge list, values in e, 5 entries: 0.8279 0.0399 -0.2778 -0.0244 -0.1064



DFT (ωB97M-V/def2-TZVPD) results for C37H64N3NiO6PSbSi3 as an isolated structure in a non-equilibrium geometry.

CARTESIAN COORDINATES (ANGSTROEM)
Ni -0.34 0.57 -0.16
C 4.14 -2.25 1.00
O 4.19 -1.21 1.99
C 5.19 -0.31 1.79
C 6.32 -0.37 2.59
C 7.36 0.53 2.41
C 7.27 1.50 1.41
C 6.13 1.58 0.63
C 5.07 0.69 0.82
N 3.94 0.77 -0.03
C 2.63 0.74 0.35
N 2.41 0.85 1.66
C 1.22 0.61 2.38
C -0.02 0.42 1.80
C -1.10 0.23 2.67
C -0.95 0.19 4.04
C 0.32 0.37 4.61
C 1.39 0.58 3.77
O 2.67 0.82 4.21
C 3.09 0.15 5.39
N 1.66 0.64 -0.54
C 2.06 0.45 -1.90
C 2.29 -0.83 -2.38
C 2.69 -1.05 -3.69
C 2.88 0.03 -4.54
C 2.68 1.32 -4.07
C 2.29 1.53 -2.75
O 2.23 2.80 -2.25
C 1.06 3.50 -2.66
H 5.03 -2.88 1.06
H 4.06 -1.83 -0.01
H 3.26 -2.85 1.22
H 6.38 -1.15 3.34
H 8.24 0.47 3.03
H 8.08 2.20 1.25
H 6.04 2.34 -0.13
H 4.11 1.11 -0.96
H 3.22 0.94 2.25
H -2.10 0.11 2.25
H -1.80 0.04 4.69
H 0.45 0.36 5.68
H 2.55 0.51 6.27
H 4.15 0.36 5.51
H 2.94 -0.93 5.29
H 2.15 -1.65 -1.70
H 2.87 -2.06 -4.04
H 3.20 -0.13 -5.57
H 2.86 2.18 -4.70
H 1.10 4.49 -2.21
H 0.17 2.99 -2.31
H 1.01 3.59 -3.75
C 1.35 -4.06 -1.49
Si -0.12 -3.86 -0.36
C -1.28 -5.25 -0.79
C 0.38 -3.93 1.43
Sb -1.44 -1.64 -0.55
Si -3.57 -2.28 0.82
C -3.13 -2.64 2.58
C -4.41 -3.79 0.13
C -4.74 -0.85 0.65
Si -2.36 -1.55 -2.96
C -3.78 -0.35 -2.91
C -2.98 -3.20 -3.57
C -0.97 -0.97 -4.02
H 1.48 -5.13 -1.65
H 2.28 -3.67 -1.06
H 1.19 -3.59 -2.46
H -0.73 -6.20 -0.71
H -1.66 -5.16 -1.81
H -2.13 -5.29 -0.11
H 1.18 -4.66 1.59
H -0.48 -4.24 2.04
H 0.71 -2.96 1.80
H -2.50 -3.53 2.65
H -4.06 -2.85 3.12
H -2.61 -1.82 3.07
H -3.93 -4.71 0.45
H -4.47 -3.79 -0.96
H -5.44 -3.80 0.51
H -4.24 0.11 0.72
H -5.50 -0.91 1.43
H -5.25 -0.90 -0.32
H -4.68 -0.85 -2.54
H -3.99 0.04 -3.91
H -3.57 0.49 -2.25
H -3.70 -3.65 -2.88
H -2.15 -3.91 -3.71
H -3.47 -3.07 -4.54
H -0.51 -0.05 -3.64
H -1.31 -0.78 -5.05
H -0.18 -1.73 -4.07
C -4.06 3.39 -2.33
C -2.56 3.20 -2.32
O -2.01 3.48 -1.01
P -1.73 2.35 0.10
O -1.03 3.27 1.20
C 0.34 3.72 1.05
C 0.37 5.19 0.71
O -3.12 2.05 0.77
C -3.84 2.99 1.62
C -5.30 2.96 1.25
H -4.44 3.26 -3.34
H -4.31 4.39 -1.99
H -4.55 2.67 -1.67
H -2.08 3.91 -2.99
H -2.28 2.19 -2.64
H 0.85 3.13 0.28
H 0.83 3.52 2.00
H -0.17 5.39 -0.21
H 1.41 5.52 0.60
H -0.09 5.77 1.52
H -3.42 3.99 1.51
H -3.68 2.67 2.65
H -5.44 3.23 0.21
H -5.84 3.67 1.87
H -5.73 1.97 1.41

Computed properties:
HOMO energy (spin up / spin down)   -9.9 / -10.2 eV
⟨S²⟩   2.012
HOMO-LUMO gap (spin up / spin down)   8.6 / 7.6 eV
Charge   +1
LUMO level (spin up / spin down)   -1.35 / -2.58 eV
Electronic energy   -5022.3285 hartree
Spin multiplicity   3

Löwdin atomic charge list, values in e, 5 entries: 0.1972 -0.0335 -0.1075 -0.2647 0.0076